Entry 1:
{
  "formula": "C49H47FNO16PS",
  "method": "ωB97M-V/def2-TZVPD",
  "symbols": ["C", "H", "C", "H", "H", "C", "O", "O", "C", "C", "C", "F", "H", "H", "C", "O", "H", "H", "C", "H", "C", "H", "H", "P", "C", "O", "C", "O", "S", "H", "H", "C", "H", "O", "O", "O", "C", "H", "C", "C", "C", "H", "O", "H", "H", "C", "C", "C", "C", "H", "C", "C", "H", "H", "O", "N", "C", "C", "H", "C", "C", "O", "H", "H", "O", "C", "H", "H", "H", "C", "H", "C", "H", "C", "H", "H", "H", "H", "C", "C", "H", "O", "H", "O", "H", "H", "H", "C", "H", "C", "C", "C", "H", "C", "C", "H", "C", "C", "H", "H", "H", "C", "O", "C", "H", "H", "C", "C", "C", "C", "C", "C", "C", "O", "H", "H"],
  "coordinates": [[-3.147, -1.704, -0.198], [-4.903, -1.813, -1.450], [11.642, 3.695, 0.251], [1.489, -2.846, -2.837], [11.738, 5.699, -0.428], [3.704, 4.972, -5.630], [-2.281, -0.433, -4.165], [3.972, 6.150, -5.536], [-4.468, -1.122, -0.734], [10.229, 4.575, -1.553], [-4.052, -5.549, 6.581], [1.940, 0.705, -2.738], [3.311, 4.694, -3.493], [-3.287, -5.863, 5.882], [-5.722, -5.947, 8.334], [-2.436, 1.226, -2.680], [-3.641, -1.526, -3.253], [9.494, 1.242, -1.020], [9.950, 2.219, -0.929], [-0.624, -3.227, -4.529], [0.077, -0.403, -1.888], [-5.870, -1.612, 3.946], [-5.678, 0.333, 0.348], [-3.324, -2.849, -5.134], [-4.675, -6.405, 7.386], [11.331, 1.429, 0.807], [-4.670, 5.216, 0.459], [-1.058, -3.391, 2.239], [-4.289, -1.830, -6.491], [-5.642, -2.584, 7.538], [-1.479, 4.057, -1.548], [4.890, 0.922, -0.497], [3.463, 2.457, -7.991], [-2.036, 6.591, -1.481], [7.208, 0.531, -0.623], [-5.200, -1.152, 1.665], [3.071, 2.179, -5.853], [-1.088, -1.291, 0.029], [11.003, 2.363, 0.106], [-4.318, 3.776, 0.400], [-0.900, -0.467, 5.086], [-3.078, -0.704, 5.171], [-6.291, -6.726, 9.067], [-6.465, -1.181, 0.042], [4.919, 1.437, -1.450], [-1.009, -2.522, 3.086], [6.168, -0.320, 1.308], [-2.714, 5.755, -0.923], [0.281, -1.915, 3.495], [12.408, 3.781, 1.012], [-5.514, -0.740, 0.333], [-3.927, 6.134, -0.155], [-2.313, -3.674, -5.662], [-3.171, -2.482, 3.436], [2.801, 1.000, -5.949], [0.640, -3.391, -2.897], [0.546, 0.614, -2.911], [-2.240, -2.026, 3.748], [-4.258, -3.690, -4.488], [-2.711, -1.753, -3.780], [3.038, 2.873, -4.542], [-3.805, -3.322, 5.861], [2.813, 1.144, -0.159], [-4.167, 7.189, -0.124], [9.903, 5.511, -2.252], [-3.107, 3.399, -0.367], [0.401, 0.320, -3.946], [8.826, 3.157, -2.457], [1.263, -0.507, 4.733], [0.332, -0.963, 4.422], [-4.453, -7.464, 7.390], [-5.623, -2.395, 1.982], [2.765, 2.269, -3.686], [-5.421, -3.643, 7.543], [-4.251, -0.222, -1.310], [-3.117, -1.866, 0.874], [-6.810, -4.184, 9.047], [7.120, -0.699, 1.658], [-1.560, -2.178, -2.851], [-6.127, -2.506, 3.390], [0.284, -3.605, -1.974], [2.722, -0.090, 2.124], [-7.212, -2.554, 3.366], [-4.996, 2.938, 0.957], [1.169, -2.288, 2.999], [-1.828, -3.113, -2.354], [0.116, -1.711, -4.101], [3.751, 0.054, 1.495], [-5.658, -3.381, 3.820], [5.042, -0.477, 1.998], [-2.365, 4.315, -0.981], [6.180, 0.391, 0.006], [-2.867, 2.345, -0.399], [-1.426, -0.898, -2.025], [-1.906, -0.879, -0.563], [-3.025, -2.686, -0.646], [3.764, 0.766, 0.193], [-2.191, -1.075, 4.676], [-5.557, 5.472, 1.024], [0.767, -1.235, -1.828], [0.174, 1.611, -2.718], [3.445, 2.982, -7.044], [-5.557, -3.293, 1.232], [3.331, 4.168, -4.439], [-2.034, 0.141, -0.205], [5.012, -0.993, 2.949], [9.592, 3.244, -1.697], [-6.044, -4.498, 8.349], [-4.375, -4.102, 6.596], [3.737, 4.276, -6.941], [-2.099, 0.159, -2.937], [-0.331, -2.610, -3.684], [11.284, 4.720, -0.518], [-0.853, 0.402, 5.930], [4.011, 4.878, -7.798], [0.129, 0.103, -0.929]],
  "forces_ev_per_angstrom": [[0.28, 0.15, -0.84], [-0.20, -0.21, 0.12], [0.02, 0.07, -0.01], [0.15, -0.37, 0.35], [-0.03, 0.01, -0.03], [0.02, 0.12, 0.02], [-0.43, 0.22, -0.72], [-0.01, -0.06, -0.01], [0.27, 0.26, 0.31], [-0.05, 0.06, -0.07], [0.01, -0.07, 0.01], [0.21, -0.06, 0.18], [0.01, 0.04, -0.02], [0.00, 0.04, -0.01], [-0.05, -0.08, 0.07], [-0.84, 4.16, 0.83], [-0.17, -0.75, 0.30], [-0.01, 0.00, 0.05], [0.00, -0.03, -0.07], [-0.27, 0.05, -0.04], [-0.90, 0.66, 0.02], [0.16, 0.05, 0.19], [0.29, 0.14, 0.37], [-1.08, 1.19, -1.30], [0.05, 0.02, -0.06], [-0.01, 0.05, -0.01], [0.00, 0.08, 0.00], [0.03, 0.02, -0.08], [0.31, -0.19, 0.11], [0.03, 0.01, -0.02], [-0.02, 0.03, -0.03], [-0.06, 0.02, -0.02], [-0.01, -0.03, 0.02], [-0.03, -0.03, 0.04], [-0.06, 0.00, 0.00], [-0.69, 0.72, 0.25], [-0.02, -0.07, -0.01], [0.10, -0.07, 0.03], [0.01, -0.06, 0.03], [-0.03, -0.06, 0.03], [-0.05, 0.00, 0.00], [0.04, -0.01, 0.02], [0.03, 0.05, -0.04], [-0.11, -0.14, 0.13], [0.03, -0.02, -0.01], [-0.06, 0.02, 0.04], [-0.02, -0.04, 0.07], [0.06, 0.05, -0.06], [0.03, 0.00, 0.03], [-0.01, -0.04, 0.01], [0.04, -0.24, -0.81], [-0.07, -0.03, 0.05], [0.00, -0.05, 0.46], [0.08, -0.04, 0.02], [-0.02, 0.05, 0.01], [-0.15, 0.53, -0.50], [0.86, -0.50, 0.11], [0.03, 0.11, -0.06], [0.73, -0.16, 0.41], [0.42, -0.10, 0.21], [0.06, 0.18, 0.06], [-0.13, -0.09, 0.06], [-0.01, -0.03, 0.00], [0.04, 0.01, -0.03], [0.02, -0.03, 0.04], [0.04, 0.00, 0.03], [-0.21, 0.09, -0.14], [0.00, 0.03, 0.00], [-0.02, 0.03, -0.02], [0.04, -0.04, -0.02], [-0.03, 0.00, 0.03], [0.27, 1.63, 1.57], [0.05, 0.03, -0.12], [-0.04, 0.00, 0.04], [0.03, 0.15, 0.01], [-0.33, 0.10, 0.08], [0.00, -0.04, 0.01], [0.02, 0.02, -0.04], [-0.59, -1.18, -0.81], [0.39, 0.52, -0.06], [0.19, 0.07, 0.06], [0.03, -0.03, -0.04], [-0.08, -0.36, 0.00], [0.01, 0.01, -0.04], [-0.02, 0.02, -0.02], [-0.27, 0.34, 0.70], [0.31, -0.12, -0.14], [-0.04, 0.01, 0.02], [-0.31, -0.21, 0.27], [0.05, -0.01, 0.00], [0.01, -0.06, 0.02], [0.06, 0.00, -0.03], [-0.04, 0.00, -0.04], [1.60, 1.02, 0.53], [-0.62, -1.00, 0.30], [0.04, -0.29, 0.19], [-0.02, 0.03, -0.02], [0.01, 0.04, -0.11], [0.00, -0.04, 0.01], [-0.02, -0.11, -0.18], [-0.38, 0.14, -0.10], [0.03, 0.05, -0.05], [-0.19, -2.16, -1.96], [-0.02, -0.10, -0.02], [0.05, 0.26, -0.26], [-0.03, 0.01, 0.00], [0.01, -0.05, 0.04], [0.00, 0.08, -0.03], [0.01, -0.01, 0.04], [-0.01, -0.08, -0.04], [0.99, -4.59, -0.49], [0.02, 0.21, 0.43], [0.05, -0.02, 0.06], [0.01, -0.01, 0.00], [0.00, 0.04, 0.03], [0.15, 0.06, 0.15]],
  "mulliken_charge": [0.67, 0.32, -0.33, 0.35, 0.41, 0.30, -0.33, -0.55, -0.52, 0.38, -0.37, -0.41, 0.47, 0.44, 0.34, -0.38, -0.12, 0.51, -0.32, 0.31, -2.20, 0.25, 0.45, 0.20, -0.38, -0.55, -0.42, -0.63, -0.41, 0.44, 0.50, -0.31, 0.42, -0.55, -0.50, -0.16, 0.28, 0.71, 0.30, 0.14, 0.17, 0.47, -0.54, 0.32, 0.54, 0.35, -0.42, 0.18, -0.48, 0.41, -1.00, -0.53, 0.09, 0.57, -0.55, -0.69, -0.33, -0.02, 0.10, 0.14, 0.04, -0.34, 0.35, 0.40, -0.55, 0.09, 0.42, 0.45, 0.43, -0.38, 0.40, 0.77, 0.55, -0.25, 0.34, -0.36, 0.40, 0.44, -0.51, -1.08, 0.33, -0.47, 0.47, -0.50, 0.45, 0.43, 0.22, 0.24, 0.13, -0.33, -0.28, 0.22, 0.52, 4.46, -1.92, 0.05, -0.21, -0.37, 0.43, 0.15, 0.24, -0.41, -0.52, -0.53, -0.15, 0.42, -0.35, -0.39, 0.22, -0.37, -0.79, -0.66, -0.36, -0.58, 0.41, 0.65],
  "smiles": "CC(=O)OCCCC[C@]1(CCF)C(=O)O[C@@H]([PH2]=S)[C@H]1CN.O=C1C=CC(=O)C=C1.O=C1C=CC(=O)C=C1.O=C1C=CC(=O)C=C1.O=C1C=CC(=O)C=C1.O=C1C=CC(=O)C=C1.O=C1C=CC(=O)C=C1",
  "homo_lumo_gap_ev": 6.901,
  "e_lumo_ev": -1.919,
  "e_tot_ev": -108658.875,
  "de_lowest_ev": 0.522,
  "spin_multiplicity": 1,
  "fmax_ha_per_bohr": 0.092
}

Entry 2:
{
  "formula": "C38H72BN3O5S",
  "method": "ωB97M-V/def2-TZVPD",
  "symbols": ["C", "H", "N", "H", "C", "H", "C", "H", "C", "H", "C", "C", "H", "H", "H", "C", "H", "H", "C", "H", "C", "H", "H", "H", "H", "H", "H", "H", "S", "H", "H", "O", "H", "H", "H", "C", "H", "H", "H", "C", "C", "H", "C", "C", "C", "C", "H", "O", "H", "H", "H", "C", "C", "H", "C", "H", "H", "H", "C", "H", "C", "C", "C", "H", "C", "H", "C", "H", "H", "H", "H", "H", "H", "H", "H", "N", "C", "C", "C", "H", "H", "H", "H", "H", "H", "O", "H", "O", "H", "C", "H", "C", "H", "H", "H", "H", "C", "C", "C", "H", "H", "H", "C", "H", "C", "H", "H", "H", "B", "H", "H", "H", "C", "C", "C", "H", "O", "N", "H", "H"],
  "coordinates": [[-3.250, 3.203, -2.493], [-2.871, -0.968, 5.073], [3.893, 0.095, -5.339], [-2.809, 5.021, -3.553], [-2.194, -0.131, 5.138], [2.290, 3.116, -1.437], [-3.069, 4.709, -2.542], [1.458, -5.086, 0.912], [-0.163, -3.507, -2.563], [-5.309, -2.046, 1.329], [-0.502, -2.140, -2.050], [1.171, -0.003, -0.443], [-3.771, 1.007, 4.307], [-2.737, -1.614, 2.748], [-0.760, -1.517, 4.363], [3.913, 0.906, -0.512], [-3.106, 0.238, 0.901], [-4.360, -1.160, 3.178], [3.933, 3.460, -5.471], [1.810, -3.771, 3.337], [-2.689, 1.015, 4.248], [-1.369, -6.484, 3.266], [-4.802, 2.750, 0.370], [4.974, 0.969, -0.730], [3.154, 7.258, -4.730], [-6.110, 1.870, -1.545], [-0.233, 0.118, 4.252], [0.245, -3.209, 2.858], [2.746, -0.487, -6.327], [-6.850, 3.340, -0.885], [1.283, 0.972, 0.019], [-0.769, -4.469, -2.149], [-2.375, 1.963, 4.665], [-4.600, 4.299, -0.427], [-4.396, -3.982, 2.040], [2.486, -2.179, -0.027], [1.081, -6.109, 2.776], [-0.520, -1.154, 6.959], [-2.273, 5.020, -1.864], [3.843, 6.155, -3.026], [-2.334, 0.909, 2.764], [2.008, -2.586, -0.909], [-4.230, -2.050, 1.216], [-0.751, -0.576, 4.902], [-1.001, -5.680, 2.641], [1.642, -1.075, 0.575], [0.931, -4.619, -3.720], [3.112, 3.314, -0.979], [3.447, 3.552, -6.444], [5.479, 4.445, -4.325], [-0.274, -1.305, -3.993], [0.408, -5.354, 3.161], [3.421, 6.231, -4.483], [4.708, 6.794, -2.848], [2.019, -0.398, -4.085], [-4.047, -1.600, 0.251], [2.523, 5.625, -4.657], [0.115, -0.114, -0.595], [3.946, 0.486, -2.933], [4.412, 2.485, -5.410], [-2.030, -4.545, 2.759], [1.362, -4.060, 1.240], [0.521, 0.706, 6.612], [-4.018, 2.884, -3.206], [3.348, 0.080, -4.140], [-0.968, -6.074, 1.634], [-5.979, 2.944, -1.407], [-2.323, 2.720, -2.799], [-0.084, -2.064, -1.061], [-1.382, 0.426, 2.586], [3.190, -2.975, 1.833], [-3.976, 5.241, -2.252], [0.809, -1.477, 1.135], [-2.946, -4.978, 3.130], [4.952, 0.858, -2.961], [1.590, -0.753, -5.286], [-0.144, -0.978, -2.975], [2.700, -3.334, 0.938], [1.896, -0.024, -1.752], [-0.306, 1.370, 6.820], [-1.573, -2.143, -1.918], [2.455, 2.724, 1.602], [3.153, 3.494, -4.708], [-5.948, 3.401, -2.396], [2.272, -0.578, 1.303], [4.437, 5.875, -5.401], [1.748, -3.373, -3.056], [-3.539, 2.701, -1.198], [-2.267, 0.219, 6.161], [3.255, 0.443, -1.774], [3.462, -1.814, -0.310], [-3.809, -3.517, 1.260], [5.719, 4.483, -6.060], [1.143, 0.631, 7.495], [0.612, -3.600, 0.616], [-0.823, -0.147, -2.823], [-2.304, -3.772, 1.454], [1.273, -0.460, -2.880], [0.958, -4.010, 2.716], [-1.788, -2.820, 1.478], [-1.904, -4.308, 0.608], [0.949, -1.256, 5.969], [-3.418, 0.241, 1.938], [3.374, -4.044, 0.478], [-3.660, -1.212, 2.353], [-1.682, -3.808, 3.472], [-4.105, -4.014, 0.346], [-2.236, 1.927, 2.400], [3.437, 2.341, -0.061], [-4.333, 0.819, 1.993], [3.821, 0.190, 0.282], [0.379, -5.431, 4.240], [0.062, -0.673, 6.186], [-4.717, 3.225, -0.608], [4.959, 4.564, -5.283], [1.133, 1.156, 5.844], [3.354, 2.633, 1.283], [0.872, -3.633, -3.497], [3.028, 6.484, -2.381], [4.112, 5.143, -2.726]],
  "forces_ev_per_angstrom": [[-0.03, 0.03, -0.07], [-0.16, -0.41, -0.12], [-0.02, -0.33, -1.03], [0.03, 0.00, -0.04], [0.23, 0.59, 0.10], [0.19, 0.02, -0.53], [-0.01, 0.06, 0.12], [-0.09, -0.35, -0.05], [0.08, -0.42, 0.43], [-0.39, 0.10, -0.19], [-0.16, 0.37, -0.60], [0.09, -0.28, 0.46], [-0.40, 0.23, 0.11], [0.29, -0.22, 0.02], [0.10, -0.36, -0.09], [0.14, 0.38, -0.42], [0.08, 0.18, -0.40], [-0.17, -0.43, 0.37], [-0.09, 0.20, 0.00], [0.38, 0.11, 0.12], [-0.01, -0.70, -0.10], [-0.03, -0.44, 0.04], [0.14, -0.06, -0.01], [0.39, 0.13, 0.06], [0.05, 0.01, -0.08], [-0.02, -0.02, 0.04], [0.13, 0.29, -0.23], [-0.27, 0.23, 0.22], [0.70, 0.22, -0.21], [0.00, -0.01, 0.03], [0.05, 0.34, 0.13], [-0.29, -0.19, -0.28], [0.31, 0.23, 0.04], [-0.06, 0.00, -0.02], [0.03, -0.28, 0.40], [0.01, -0.55, 0.47], [0.32, -0.39, 0.18], [-0.06, -0.27, 0.31], [0.02, 0.00, -0.02], [0.14, -0.06, -0.04], [-0.60, 0.78, 0.06], [-0.05, -0.04, -0.41], [-0.37, -0.45, 0.51], [-0.28, -0.18, 0.10], [0.02, 0.20, 0.60], [0.63, 0.49, -0.22], [0.08, -0.12, -0.13], [-0.49, 0.09, 0.21], [0.02, -0.02, -0.02], [-0.05, -0.02, 0.03], [-0.22, -0.07, -0.38], [-0.72, 0.29, -0.30], [-0.12, -0.03, 0.11], [-0.02, 0.04, 0.00], [0.08, -0.06, -0.30], [0.41, 0.16, -0.33], [0.01, -0.04, 0.04], [-0.54, 0.06, -0.21], [0.55, 0.30, -0.14], [0.05, -0.01, -0.04], [0.71, 0.03, -0.72], [1.00, 0.57, 0.37], [0.16, -0.23, 0.40], [-0.01, 0.03, 0.00], [-0.02, 0.18, 1.11], [0.00, 0.05, -0.40], [0.05, -0.02, -0.11], [0.05, -0.10, 0.08], [0.16, 0.07, 0.35], [0.28, -0.22, 0.04], [0.05, 0.08, 0.40], [-0.02, 0.00, -0.09], [-0.40, -0.14, 0.02], [-0.37, 0.02, 0.12], [0.37, 0.08, 0.04], [-1.05, -0.38, -0.45], [0.60, 0.09, 0.34], [-0.68, -0.20, -0.38], [-0.31, 0.10, 0.20], [-0.28, 0.23, 0.10], [-0.42, -0.13, 0.16], [-0.02, 0.51, 0.12], [0.01, -0.04, 0.09], [-0.05, 0.07, 0.03], [0.05, 0.09, 0.42], [0.09, 0.12, -0.16], [0.15, 0.51, -0.35], [0.09, -0.08, 0.02], [-0.11, 0.07, 0.37], [0.05, -0.15, -0.06], [0.23, 0.30, -0.35], [0.28, 0.27, -0.41], [0.00, 0.09, -0.03], [0.07, 0.13, 0.34], [-0.52, -0.03, -0.20], [-0.27, 0.18, 0.18], [-0.62, -0.26, 0.51], [-0.20, -0.20, -0.12], [-0.05, -0.47, -0.42], [0.30, 0.29, -0.05], [0.10, -0.28, -0.36], [0.21, -0.40, 0.20], [0.67, -0.53, -0.03], [0.35, -0.16, -0.11], [-0.33, 0.85, -0.25], [-0.05, 0.03, 0.64], [-0.31, -0.04, -0.34], [0.19, 0.25, -0.24], [-0.14, -0.06, 0.29], [-0.33, 0.15, 0.01], [-0.08, -0.22, 0.43], [0.13, 0.07, 0.37], [0.09, 0.28, -0.79], [-0.12, 0.04, 0.06], [0.01, -0.12, 0.09], [0.15, 0.17, -0.35], [0.23, -0.48, 0.17], [-0.04, -0.35, 0.42], [-0.01, 0.01, 0.00], [-0.09, -0.03, 0.04]],
  "mulliken_charge": [-0.21, 0.34, -0.77, 0.41, -0.79, 0.28, -1.17, 1.05, -0.17, 0.46, 1.63, -1.58, 0.37, -0.50, -1.08, -1.92, 0.51, 0.48, -0.63, 0.75, -1.00, 0.37, 0.17, 0.62, 0.35, 0.30, 0.20, -0.75, 0.05, 0.40, 0.67, -0.62, 0.39, 0.31, 0.52, 0.08, 0.46, 0.41, 0.30, -0.71, -0.20, -0.13, -1.12, 1.04, -1.06, -0.47, 0.36, -0.44, 0.30, 0.30, 0.50, -1.38, -0.37, 0.30, 0.86, 0.39, 0.29, 0.82, -0.89, 0.30, -0.74, 0.14, -1.26, 0.34, -0.06, 0.42, -1.17, 0.13, -1.27, -0.11, 0.55, 0.29, -0.57, 0.85, 0.51, -0.60, -1.74, -2.01, 1.88, 0.30, 0.70, 0.32, 0.12, 0.30, 0.92, -0.43, 0.24, -0.20, 0.60, 1.47, 0.47, -1.51, 0.37, 0.45, -0.69, 0.35, 0.82, -0.44, 0.29, -0.57, 0.81, 0.38, -0.92, 0.40, 0.58, -0.10, 0.27, 0.38, 0.61, 0.18, -0.09, 0.43, -0.65, -0.19, -0.53, 0.28, -0.62, -0.42, 0.38, -0.03],
  "homo_lumo_gap_ev": 8.381,
  "e_lumo_ev": -0.477,
  "e_tot_ev": -66795.430,
  "spin_multiplicity": 1,
  "fmax_ha_per_bohr": 0.023
}